192
Properties=species:S:1:pos:R:3:forces:R:3 method="wB97M-V/def2-TZVPD" smiles=COCCNCCOC.COCCNCCOC.COCCNCCOC.COCCNCCOC.COCCNCCOC.COCCNCCOC.COCCNCCOC.CC(C)O.CO.CO de_lowest_kcal_mol=0.0 lumo_ha=0.01732 orbital_gap_ev=8.92
C 1.6996 3.6564 -2.1338 -0.283 0.614 0.094
O 1.8756 2.4525 -2.8668 0.133 0.054 0.159
H 2.6343 4.1974 -1.9761 0.082 -0.097 -0.066
H 0.9807 4.3188 -2.6259 0.074 0.000 -0.123
H 1.2854 3.4538 -1.1479 0.089 -0.405 -0.041
H 2.2455 2.6789 -3.7246 0.025 -0.128 -0.001
C -2.2464 2.7921 -2.2923 -0.143 0.456 0.654
O -2.4962 1.4395 -2.5697 -0.016 -0.137 -0.358
H -1.7580 2.9295 -1.3198 0.150 -0.107 -0.004
H -1.6435 3.3366 -3.0246 -0.005 -0.279 -0.280
H -3.2090 3.2967 -2.2025 -0.053 -0.022 -0.159
H -1.6478 0.9744 -2.6194 0.132 0.110 0.168
C -1.7481 1.9496 6.7683 0.440 -0.350 0.431
O -2.9141 1.9698 6.0016 -0.131 0.325 -0.239
C -3.4054 0.7203 5.5724 0.090 -0.164 -0.182
C -4.5380 1.0128 4.5804 0.474 -0.424 0.168
N -4.1872 1.9541 3.5263 0.654 0.148 0.280
C -3.1668 1.4758 2.5658 -0.930 0.206 0.189
C -2.9245 2.6213 1.5958 0.616 -0.292 0.387
O -2.1316 3.5431 2.3501 -0.258 0.081 -0.436
C -1.9616 4.7851 1.7086 -0.343 0.091 -0.014
H -0.9082 1.4340 6.2868 -0.129 -0.078 -0.289
H -1.8988 1.4475 7.7313 -0.113 0.046 0.055
H -1.4253 2.9718 6.9564 -0.202 0.075 -0.032
H -3.7927 0.1364 6.4147 -0.050 0.013 0.105
H -2.6063 0.1200 5.1211 0.137 0.096 -0.101
H -5.3517 1.3970 5.1988 -0.225 0.174 -0.383
H -4.8487 0.0794 4.1051 -0.162 -0.055 0.163
H -3.6841 2.7034 4.0024 -0.447 0.270 -0.032
H -3.5380 0.5698 2.0835 0.028 0.073 -0.186
H -2.2208 1.2664 3.0755 0.151 -0.172 -0.156
H -3.8470 3.1047 1.2619 -0.123 -0.158 0.058
H -2.3600 2.2797 0.7197 0.001 0.025 -0.040
H -2.8792 5.3884 1.6556 -0.118 -0.177 0.372
H -1.6781 4.6793 0.6529 0.521 -0.123 0.158
H -1.2266 5.3040 2.3199 0.092 0.260 -0.402
C 8.2091 4.0036 -5.1150 -0.276 -0.022 1.032
O 7.9272 2.8576 -4.3240 -0.236 -0.134 -0.371
C 8.6533 1.7158 -4.7404 0.530 0.121 0.583
C 8.2972 0.5163 -3.8868 -0.195 0.142 -0.197
N 6.9682 -0.0014 -4.1967 -0.067 -0.096 0.060
C 6.7146 -1.2291 -3.4581 0.535 -0.012 0.566
C 5.3291 -1.7965 -3.6063 0.234 -1.026 -0.967
O 4.2744 -0.9290 -3.3062 0.116 0.398 0.527
C 3.0631 -1.4496 -3.7627 -0.973 -1.053 -0.170
H 7.6943 4.8141 -4.6014 -0.176 0.116 -0.297
H 7.8374 3.8931 -6.1328 0.142 0.013 -0.143
H 9.2704 4.2630 -5.0703 0.149 -0.218 -0.327
H 9.7140 1.9431 -4.5677 0.130 -0.138 -0.239
H 8.5020 1.4849 -5.7985 -0.136 0.078 -0.054
H 8.3941 0.7731 -2.8221 0.051 0.117 0.027
H 9.0469 -0.2549 -4.0789 -0.090 -0.103 -0.121
H 6.2928 0.6879 -3.8791 -0.064 -0.014 -0.185
H 7.0400 -1.1139 -2.4103 -0.493 0.044 0.188
H 7.3713 -2.0331 -3.8110 0.054 0.157 -0.289
H 5.2790 -2.7517 -3.0607 -0.130 0.289 0.530
H 5.2357 -2.1647 -4.6421 -0.079 0.468 -0.164
H 3.0105 -1.4981 -4.8562 0.020 0.284 -0.014
H 2.1786 -0.9549 -3.3581 0.374 0.746 -0.089
H 2.8777 -2.4815 -3.4286 0.494 -0.101 -0.002
C -4.9327 -1.6758 -8.7842 -0.484 0.513 0.271
O -3.7586 -1.5115 -8.0339 0.640 -0.636 -0.043
C -3.9997 -1.1764 -6.6954 -1.077 1.020 0.354
C -2.7508 -0.8712 -5.8959 -0.136 -1.833 -0.378
N -2.1490 -2.1223 -5.3842 0.153 0.428 0.103
C -0.9717 -1.8236 -4.5953 0.686 0.267 0.339
C -0.3521 -3.0704 -4.0003 0.438 0.775 0.117
O 0.4229 -3.7520 -4.9712 -0.952 -0.104 -0.195
C 0.8675 -5.0224 -4.5683 0.434 -0.377 -1.018
H -5.4049 -0.6907 -8.8893 -0.103 -0.048 -0.313
H -5.6837 -2.3158 -8.3055 0.225 -0.170 0.200
H -4.7018 -2.1043 -9.7545 0.214 0.120 -0.038
H -4.6448 -1.9140 -6.2010 0.416 -0.401 0.052
H -4.6264 -0.2686 -6.6295 0.098 0.141 -0.419
H -3.0977 -0.2923 -5.0425 0.447 0.284 0.068
H -2.0180 -0.3675 -6.5325 -0.182 0.601 0.120
H -1.8342 -2.7003 -6.1586 -0.247 0.072 -0.117
H -1.2072 -1.1596 -3.7574 -0.387 -0.132 -0.019
H -0.1947 -1.2526 -5.1330 -0.010 -0.163 -0.231
H -1.1999 -3.6245 -3.5826 0.290 -0.597 -0.069
H 0.3437 -2.7767 -3.2025 -0.242 0.017 0.308
H 0.1367 -5.5799 -3.9776 0.162 0.264 0.426
H 1.8755 -4.9473 -4.1417 -0.286 -0.129 0.590
H 1.0032 -5.6237 -5.4759 -0.046 0.165 0.005
C 2.8231 -4.1017 -1.1753 0.379 0.697 0.169
O 3.3196 -4.0093 0.1353 -0.118 -0.001 0.330
C 2.2767 -4.1495 1.1029 0.766 -0.676 -0.731
C 2.8166 -3.8660 2.4952 -1.051 -0.160 -0.019
N 2.6515 -2.4584 2.8377 0.363 1.047 0.267
C 3.1941 -1.5549 1.8333 1.455 -0.133 -1.441
C 3.5967 -0.1618 2.2985 -1.053 -0.746 0.116
O 4.5035 -0.2817 3.3655 0.319 -0.058 0.031
C 4.7448 0.9426 3.9967 -0.215 0.995 0.394
H 3.6941 -4.0372 -1.8267 -0.090 -0.273 -0.129
H 2.2183 -3.2072 -1.3800 -0.308 -0.212 -0.152
H 2.2488 -5.0164 -1.3530 -0.006 -0.007 -0.022
H 1.9236 -5.1822 0.9850 -0.164 -0.027 0.423
H 1.4311 -3.5055 0.8318 0.034 0.222 0.252
H 3.8328 -4.2467 2.6380 0.115 0.068 -0.418
H 2.1755 -4.4496 3.1633 0.091 0.097 0.201
H 3.2366 -2.2357 3.6414 -0.357 -0.324 0.238
H 2.5873 -1.4390 0.9267 -0.505 -0.028 0.401
H 4.1084 -1.9763 1.3776 0.072 -0.088 0.300
H 2.6917 0.3784 2.6109 0.250 0.223 0.092
H 4.0429 0.3430 1.4354 0.032 0.208 0.051
H 3.8252 1.3682 4.4183 -0.024 -0.171 0.072
H 5.1242 1.7388 3.3421 0.078 -0.299 -0.389
H 5.4747 0.8426 4.7969 -0.014 -0.418 -0.011
C -4.3363 -9.0488 4.0276 0.354 -0.018 -0.487
O -3.0380 -8.5520 3.7420 -0.537 -0.070 0.432
C -2.4404 -8.0035 4.8932 0.921 0.522 -0.128
C -1.4149 -6.9290 4.4558 -0.645 -0.534 -0.214
N -1.9681 -6.0860 3.3943 0.825 -0.667 0.439
C -0.9668 -5.1397 2.9173 -1.097 0.506 -0.095
C -1.4816 -4.4339 1.6827 0.169 0.365 -0.245
O -1.6669 -5.3534 0.6290 0.711 -0.054 -0.151
C -1.6247 -4.7151 -0.6325 -1.085 0.115 0.278
H -5.0059 -8.2030 4.2086 -0.155 -0.168 0.301
H -4.3124 -9.7633 4.8561 -0.149 0.166 0.177
H -4.6955 -9.5853 3.1494 0.100 0.082 -0.054
H -1.9218 -8.8060 5.4300 0.076 0.073 0.185
H -3.1278 -7.5462 5.6154 -0.499 -0.087 -0.334
H -0.5412 -7.4727 4.0925 0.110 0.286 -0.208
H -1.1178 -6.3116 5.3147 0.144 -0.283 0.225
H -2.7949 -5.6412 3.7761 0.045 0.346 -0.291
H -0.0497 -5.6704 2.6659 0.014 -0.104 0.106
H -0.7609 -4.3489 3.6553 0.361 -0.072 0.074
H -0.7887 -3.6415 1.3665 0.288 -0.196 0.121
H -2.3934 -3.8654 1.9177 -0.326 -0.306 -0.034
H -2.5858 -4.1934 -0.7255 0.176 0.393 -0.409
H -1.5847 -5.4393 -1.4438 0.152 -0.264 0.236
H -0.8012 -4.0024 -0.7311 0.097 -0.032 0.063
C 7.4287 4.9819 -1.6597 -0.043 0.447 -0.057
O 6.3592 5.4975 -0.8923 0.257 -0.440 0.351
C 5.6175 4.4974 -0.2195 -0.103 0.289 -0.464
C 4.6293 5.2254 0.6755 0.011 -0.686 -0.283
N 3.5494 4.3340 1.0566 -0.409 0.500 -0.283
C 2.5410 4.9690 1.8713 -1.001 -0.754 0.150
C 1.4512 3.9981 2.3089 0.261 -0.098 0.904
O 2.0007 2.9716 3.1254 0.304 -0.282 -0.372
C 0.9831 2.2419 3.7760 0.187 -0.481 -0.287
H 8.2846 4.6731 -1.0502 -0.049 0.066 0.170
H 7.7116 5.8324 -2.2789 0.314 -0.239 -0.186
H 7.1533 4.1261 -2.2832 -0.217 0.075 -0.040
H 6.2495 3.8092 0.3575 0.177 0.155 0.049
H 5.1136 3.8935 -0.9862 -0.252 -0.072 0.197
H 4.2009 6.0482 0.1007 0.000 0.052 -0.033
H 5.1829 5.6705 1.5115 -0.083 -0.018 0.181
H 3.8162 3.4162 1.3772 0.197 0.111 0.356
H 1.9588 5.6926 1.2897 0.450 0.317 -0.175
H 2.9186 5.4738 2.7672 0.224 0.064 0.029
H 0.9062 3.5673 1.4598 0.076 -0.006 -0.035
H 0.7358 4.5107 2.9659 -0.102 0.335 -0.423
H 0.2764 1.8099 3.0570 -0.263 0.421 -0.004
H 0.4864 2.8830 4.5078 -0.256 -0.162 0.019
H 1.4207 1.3598 4.2480 0.228 0.300 0.294
C -4.9453 -0.5020 -0.7820 0.764 -0.182 0.658
O -5.6456 0.1454 0.2648 -0.149 0.298 -0.366
C -6.6673 0.9917 -0.2526 -0.725 -0.969 0.523
C -7.4645 1.5804 0.9022 0.940 0.408 -0.309
N -6.7187 2.6414 1.5772 -0.490 0.137 -0.542
C -7.5289 3.2493 2.6243 0.254 -0.858 0.647
C -6.7551 4.3671 3.2958 -0.700 0.182 -0.711
O -7.4984 4.8616 4.3856 -0.078 0.259 0.331
C -6.7947 5.9121 5.0256 0.206 -0.748 0.049
H -4.3292 0.2134 -1.3324 -0.197 -0.022 -0.343
H -5.5799 -1.1110 -1.4307 -0.262 0.294 -0.122
H -4.2549 -1.2022 -0.3039 -0.002 0.026 0.049
H -7.3741 0.3560 -0.8030 0.052 -0.024 -0.230
H -6.2875 1.7374 -0.9534 0.211 0.222 0.190
H -7.6996 0.7865 1.6229 -0.283 -0.204 -0.223
H -8.3817 1.9777 0.4641 -0.102 0.110 0.235
H -5.9016 2.2069 1.9969 0.068 0.208 0.214
H -7.8015 2.4784 3.3667 0.022 0.180 0.220
H -8.4892 3.5965 2.2371 0.179 0.234 -0.244
H -6.6732 5.1643 2.5417 0.421 0.019 0.095
H -5.7620 4.0138 3.5895 0.011 0.058 0.065
H -7.3890 6.3314 5.8323 -0.274 0.013 -0.151
H -6.5069 6.6792 4.3046 -0.006 0.179 0.025
H -5.8973 5.4795 5.4801 0.235 0.241 -0.001
C 0.8018 0.7522 0.1999 0.352 -0.042 0.635
C 0.4035 -0.2446 -0.8760 -1.695 0.198 0.234
C -0.9171 -0.9567 -0.5656 -0.184 -0.521 0.296
O 0.1420 0.4545 -2.0875 0.974 -0.106 -0.228
H 1.0972 0.2457 1.1249 0.011 -0.053 -0.152
H 0.0145 1.4506 0.4976 -0.306 -0.182 -0.375
H 1.6445 1.3729 -0.1163 0.139 -0.166 -0.065
H 1.1792 -1.0106 -1.0079 0.112 0.166 -0.115
H -1.3507 -1.4650 -1.4313 0.492 -0.098 -0.205
H -1.7440 -0.3125 -0.2554 0.396 0.412 0.227
H -0.7721 -1.7231 0.2006 -0.029 0.128 0.083
H 0.9699 0.9251 -2.3016 -0.486 0.292 -0.376